(a)
ORCA calculation (the ωB97M-V functional and the def2-TZVPD basis) on C2H5ClS in the gas phase.

* E_LUMO: 0.761 eV
* Kohn-Sham gap: 8.94 eV
* net charge: 0

```
9
Properties=species:S:1:pos:R:3:lowdin_charge:R:1
C -0.406 -0.981 -1.258 -0.47
C 0.735 -0.284 -1.900 -0.46
H -0.188 -1.839 -0.633 0.07
H -1.345 -1.039 -1.800 0.07
H 1.736 -0.664 -1.716 0.07
H 0.589 0.139 -2.889 0.06
H 0.292 -0.349 2.979 -0.22
S -0.018 0.628 -0.536 0.62
Cl -0.163 0.076 1.858 0.26
```


(b)
ORCA calculation (the ωB97M-V functional and the def2-TZVPD basis) on a 2-piece molecular cluster, C2H5ClS overall.

* E_LUMO (alpha / beta): -0.039 / -2.115 eV
* Kohn-Sham gap (alpha / beta): 9.59 / 6.06 eV
* net charge: 0

```
9
Properties=species:S:1:pos:R:3:lowdin_charge:R:1
C 1.008 0.763 -0.216 -0.16
C 0.503 -0.422 0.480 -0.62
S -2.631 0.284 -0.277 0.29
Cl 0.706 -1.970 -0.243 0.59
H 0.749 0.709 -1.173 0.03
H 0.572 1.514 0.395 0.08
H 2.028 0.600 -0.269 0.06
H 0.435 -0.632 1.510 0.03
H -3.370 -0.846 -0.207 -0.30
```


Bottom line: (a), by a margin of 0.0683 hartree.


(a)
ORCA calculation (the ωB97M-V functional and the def2-TZVPD basis) on a 3-piece molecular cluster, C4H17N2O2 overall.

* E_LUMO: -2.366 eV
* Kohn-Sham gap: 11.57 eV
* net charge: +1

```
25
Properties=species:S:1:pos:R:3:lowdin_charge:R:1
N -0.288 -1.284 0.674 0.01
C -0.021 0.032 1.275 -0.22
C 0.747 0.832 0.240 -0.12
N 1.754 -0.072 -0.393 -0.23
C 2.983 -0.283 0.415 0.02
C 2.036 0.164 -1.829 0.02
H -1.110 -1.185 0.073 0.06
H -0.554 -1.983 1.361 0.10
H 1.209 -0.971 -0.293 0.13
H 0.544 -0.099 2.196 0.12
H -0.947 0.527 1.564 0.12
H 1.231 1.739 0.593 0.14
H 0.067 1.124 -0.563 0.12
H 3.473 -1.194 0.079 0.11
H 2.740 -0.392 1.463 0.10
H 3.646 0.561 0.266 0.11
H 1.221 -0.252 -2.407 0.11
H 2.944 -0.361 -2.089 0.10
H 2.126 1.214 -2.039 0.11
H -5.644 1.011 0.538 0.07
H -5.055 -0.371 0.847 0.05
O -4.802 0.528 0.614 -0.05
H -2.917 0.915 -0.541 0.04
H -3.034 -0.424 -1.126 0.05
O -2.349 0.225 -0.917 -0.07
```


(b)
ORCA calculation (the ωB97M-V functional and the def2-TZVPD basis) on a 4-piece molecular cluster, C4H17N2O2 overall.

* E_LUMO: -8.393 eV
* Kohn-Sham gap: 5.08 eV
* net charge: +1

```
25
Properties=species:S:1:pos:R:3:lowdin_charge:R:1
C 1.442 0.449 1.628 -0.17
N 2.366 -0.629 1.343 0.08
C 0.187 0.400 0.718 -0.13
N -0.648 -0.693 0.979 0.12
C -2.033 -0.550 0.686 -0.18
C -2.395 -0.448 -0.833 -0.01
H 1.901 1.432 1.504 0.13
H 1.176 0.334 2.677 0.14
H 3.069 -0.788 2.040 0.10
H 1.906 -1.499 1.162 0.04
H 0.597 0.370 -0.343 0.14
H -0.369 1.328 0.836 0.15
H -0.214 -1.546 0.407 0.06
H 0.505 5.014 -2.689 0.00
H -2.452 -1.523 0.955 0.14
H -2.504 0.233 1.266 0.14
H -2.122 0.557 -1.118 0.08
H -3.480 -0.476 -0.900 0.10
H -1.860 -1.119 -1.500 0.09
H 0.875 5.566 -2.356 0.00
H 1.251 0.060 -2.518 0.10
O 0.633 -0.128 -1.806 0.00
H 0.739 -1.045 -1.438 0.02
H 0.632 -3.121 -0.419 0.06
O 0.798 -2.178 -0.280 -0.19
```


Bottom line: (a), by a margin of 0.2606 hartree.


(a)
ORCA calculation (the ωB97M-V functional and the def2-TZVPD basis) on a 2-piece molecular cluster, C4H13NO overall.

* E_LUMO: 0.736 eV
* Kohn-Sham gap: 9.20 eV
* net charge: 0

```
19
Properties=species:S:1:pos:R:3:lowdin_charge:R:1
C -1.312 -1.298 0.790 -0.11
C -1.053 0.034 1.474 -0.25
C 0.335 0.632 1.254 -0.27
N 0.586 0.907 -0.167 -0.13
C 1.990 0.959 -0.499 -0.15
H -0.840 -2.138 1.307 0.07
H -2.380 -1.500 0.707 0.07
H -0.934 -1.328 -0.231 0.04
H -1.783 0.752 1.081 0.11
H -1.213 -0.009 2.553 0.10
H 0.467 1.574 1.791 0.11
H 1.085 -0.059 1.677 0.11
H 0.089 0.223 -0.718 0.05
H 2.510 1.600 0.215 0.08
H 2.501 -0.010 -0.575 0.08
H 2.151 1.452 -1.467 0.07
O -0.698 -0.730 -2.707 -0.05
H -1.207 -1.124 -3.419 0.04
H -0.294 0.062 -3.066 0.04
```


(b)
ORCA calculation (the ωB97M-V functional and the def2-TZVPD basis) on a 2-piece molecular cluster, C4H13NO overall.

* E_LUMO: 0.954 eV
* Kohn-Sham gap: 10.43 eV
* net charge: 0

```
19
Properties=species:S:1:pos:R:3:lowdin_charge:R:1
C 1.426 0.278 1.559 -0.10
C 0.359 -0.612 0.830 -0.25
N -0.380 0.088 -0.343 -0.23
C -0.783 -1.054 -1.323 -0.08
C -1.730 0.545 0.121 -0.13
H 2.167 0.642 0.821 0.05
H 0.873 1.162 2.083 0.10
H 2.032 -0.224 2.375 0.08
H -0.380 -1.032 1.579 0.11
H 0.850 -1.569 0.451 0.12
H -0.933 -1.964 -0.742 0.08
H -0.039 -1.319 -1.995 0.05
H -1.650 -0.840 -1.868 0.05
H -2.366 0.042 0.802 0.06
H -1.477 1.483 0.628 0.08
H -2.279 0.825 -0.781 0.08
O 1.767 1.124 -1.687 -0.04
H 1.723 1.043 -0.800 -0.10
H 0.821 1.382 -1.710 0.05
```


Bottom line: (a), by a margin of 0.0582 hartree.


(a)
ORCA calculation (the ωB97M-V functional and the def2-TZVPD basis) on a 2-piece molecular cluster, C4H13NO overall.

* E_LUMO: 0.934 eV
* Kohn-Sham gap: 9.73 eV
* net charge: 0

```
19
Properties=species:S:1:pos:R:3:lowdin_charge:R:1
C -0.959 1.246 2.793 -0.13
C 0.440 0.667 2.711 -0.33
C 0.609 -0.533 3.652 -0.13
H -1.693 0.515 2.526 0.06
H -1.198 1.425 3.854 0.07
H -1.034 2.178 2.231 0.07
H 0.674 0.376 1.682 0.10
H 1.170 1.411 3.013 0.09
H -0.123 -1.327 3.470 0.07
H 0.458 -0.154 4.664 0.07
H 1.592 -0.976 3.543 0.06
N 0.613 -0.875 -3.407 0.02
C -0.280 -0.806 -4.493 -0.39
O 0.078 0.356 -5.213 -0.07
H 1.036 -0.070 -2.989 0.07
H 0.768 -1.734 -2.913 0.07
H -1.351 -0.726 -4.266 0.11
H -0.113 -1.666 -5.150 0.11
H -0.686 0.693 -5.707 0.09
```


(b)
ORCA calculation (the ωB97M-V functional and the def2-TZVPD basis) on a 2-piece molecular cluster, C4H13NO overall.

* E_LUMO: 1.039 eV
* Kohn-Sham gap: 10.74 eV
* net charge: 0

```
19
Properties=species:S:1:pos:R:3:lowdin_charge:R:1
C -0.305 0.209 -2.737 -0.10
C -0.059 -0.263 -1.289 -0.27
C -0.841 0.546 -0.255 -0.21
C -1.316 -0.270 0.975 -0.27
N -0.124 -0.879 1.570 -0.04
H 0.516 0.854 -3.033 0.07
H -0.308 -0.653 -3.402 0.07
H -1.264 0.711 -2.786 0.06
H 1.011 -0.363 -1.131 0.10
H -0.326 -1.322 -1.089 0.10
H -1.645 1.147 -0.670 0.10
H -0.170 1.243 0.266 0.10
H -1.798 0.322 1.744 0.11
H -2.027 -1.032 0.619 0.11
H -0.210 -1.488 2.385 0.09
H 0.322 -1.538 0.927 0.08
O 2.325 0.628 1.509 -0.09
H 2.215 1.533 1.760 0.01
H 1.538 0.081 1.686 -0.02
```


Bottom line: (b), by a margin of 0.0149 hartree.


(a)
ORCA calculation (the ωB97M-V functional and the def2-TZVPD basis) on a 2-piece molecular cluster, C4H13NO overall.

* E_LUMO: 0.630 eV
* Kohn-Sham gap: 9.27 eV
* net charge: 0

```
19
Properties=species:S:1:pos:R:3:lowdin_charge:R:1
C -0.855 0.865 -2.490 -0.10
C -0.629 0.762 -0.978 -0.29
N -0.237 -0.594 -0.584 -0.10
C -0.868 -1.137 0.600 -0.29
C -0.627 -0.339 1.911 -0.09
H -1.449 1.757 -2.684 0.06
H 0.095 0.913 -3.028 0.07
H -1.476 0.041 -2.838 0.07
H -1.542 1.016 -0.458 0.11
H 0.180 1.434 -0.700 0.10
H 0.762 -0.669 -0.495 0.09
H -1.930 -1.277 0.445 0.10
H -0.444 -2.115 0.752 0.09
H -0.059 0.560 1.683 0.06
H -0.121 -0.985 2.613 0.05
H -1.560 -0.114 2.449 0.07
O 3.821 -0.043 1.535 -0.06
H 3.274 0.720 1.308 0.03
H 3.666 -0.795 0.958 0.03
```


(b)
ORCA calculation (the ωB97M-V functional and the def2-TZVPD basis) on a 2-piece molecular cluster, C4H13NO overall.

* E_LUMO: 0.924 eV
* Kohn-Sham gap: 9.76 eV
* net charge: 0

```
19
Properties=species:S:1:pos:R:3:lowdin_charge:R:1
C 0.000 0.000 0.000 -0.13
C -0.221 -0.453 -1.482 -0.23
C 1.123 -0.655 -2.234 -0.26
N 1.983 0.524 -2.013 -0.15
C 3.152 0.364 -2.837 -0.18
H -0.941 -0.242 0.523 0.06
H 0.138 1.094 0.012 0.07
H 0.836 -0.467 0.547 0.07
H -0.770 -1.407 -1.362 0.09
H -0.862 0.234 -2.066 0.10
H 1.667 -1.580 -1.963 0.11
H 0.950 -0.674 -3.327 0.11
H 2.426 0.542 -1.086 0.10
H 2.996 0.528 -3.917 0.08
H 3.591 -0.637 -2.692 0.07
H 3.866 1.119 -2.466 0.08
O -2.004 3.211 -3.201 -0.09
H -2.331 3.006 -4.106 0.04
H -2.327 4.122 -3.021 0.05
```


(c)
ORCA calculation (the ωB97M-V functional and the def2-TZVPD basis) on a 2-piece molecular cluster, C4H13NO overall.

* E_LUMO: 0.938 eV
* Kohn-Sham gap: 10.03 eV
* net charge: 0

```
19
Properties=species:S:1:pos:R:3:lowdin_charge:R:1
C 1.950 1.818 0.048 -0.14
C 1.729 0.313 -0.050 -0.28
N 0.286 -0.007 0.041 -0.16
C -0.406 -1.115 -0.544 -0.28
C -1.552 -1.353 -1.649 -0.10
H 2.997 2.151 -0.003 0.07
H 1.523 2.343 1.001 0.10
H 1.354 2.411 -0.697 0.07
H 2.114 -0.033 -1.073 0.12
H 2.314 -0.210 0.806 0.13
H -0.268 0.868 -0.359 0.16
H -0.824 -1.700 0.335 0.12
H 0.370 -1.602 -1.129 0.09
H -2.562 -1.028 -1.240 0.07
H -1.550 -0.867 -2.656 0.06
H -1.700 -2.367 -2.011 0.06
O -1.706 0.151 1.989 -0.09
H -1.095 0.235 1.255 -0.05
H -1.353 0.662 2.745 0.05
```


Bottom line: (a), by a margin of 0.0029 hartree.


(a)
ORCA calculation (the ωB97M-V functional and the def2-TZVPD basis) on a 2-piece molecular cluster, C4H13NO overall.

* E_LUMO: 0.954 eV
* Kohn-Sham gap: 10.13 eV
* net charge: 0

```
19
Properties=species:S:1:pos:R:3:lowdin_charge:R:1
C -1.601 0.946 -0.873 -0.09
C -1.141 0.051 0.283 -0.28
N 0.179 -0.517 0.074 -0.32
C 0.585 -1.268 1.250 -0.11
C 0.227 -1.405 -1.092 -0.09
H -0.792 1.076 -1.583 0.06
H -2.458 0.562 -1.419 0.07
H -1.831 1.943 -0.501 0.07
H -1.892 -0.707 0.572 0.12
H -1.081 0.674 1.168 0.11
H 0.015 -2.198 1.370 0.09
H 0.453 -0.676 2.152 0.09
H 1.648 -1.504 1.202 0.09
H -0.245 -2.376 -0.887 0.09
H -0.260 -0.951 -1.945 0.07
H 1.265 -1.561 -1.390 0.09
O 1.710 2.003 0.406 -0.08
H 1.345 1.098 0.374 -0.01
H 1.165 2.508 -0.215 0.03
```


(b)
ORCA calculation (the ωB97M-V functional and the def2-TZVPD basis) on a 2-piece molecular cluster, C4H13NO overall.

* E_LUMO: 0.813 eV
* Kohn-Sham gap: 10.48 eV
* net charge: 0

```
19
Properties=species:S:1:pos:R:3:lowdin_charge:R:1
C 1.415 1.126 3.084 -0.07
C 0.310 0.236 2.483 -0.28
O 0.431 0.105 1.060 -0.21
C -0.417 0.554 -0.037 -0.23
C -1.834 -0.148 -0.189 -0.07
H 2.356 0.516 3.198 0.09
H 1.170 1.938 3.754 0.06
H 1.471 1.771 2.169 0.08
H 0.339 -0.661 3.095 0.11
H -0.629 0.708 2.608 0.09
H -0.461 1.674 0.073 0.11
H 0.200 0.658 -1.004 0.12
H -2.427 0.325 -0.951 0.05
H -1.797 -1.243 -0.351 0.07
H -2.315 -0.079 0.819 0.07
N 0.829 -1.907 -5.022 0.02
H 0.545 -2.624 -4.418 -0.02
H 0.246 -1.912 -5.829 -0.01
H 0.567 -1.035 -4.543 0.02
```


Bottom line: (a), by a margin of 0.0665 hartree.